(1)
{"formula": "C4H8NS", "method": "ωB97M-V with the def2-TZVPD basis set", "total_charge": 1, "energy_ev": -16592.3942, "symbols": ["S", "N", "C", "C", "C", "C", "H", "H", "H", "H", "H", "H", "H", "H"], "positions_angstrom": [[0.4811, -1.3855, -0.0532], [-0.6060, -0.0344, -0.0507], [1.9896, -0.4266, -0.0836], [-1.8393, 0.0953, 0.8819], [2.0118, 0.7960, 0.4006], [-0.5856, -0.4785, -1.3531], [-2.7277, 0.4777, 0.3883], [2.8715, 1.3893, 0.3609], [-1.4716, -1.0566, -1.8917], [2.8850, -0.8702, -0.3149], [1.0683, 1.2904, 0.8257], [-1.6926, 0.8059, 1.6078], [-0.2218, 0.2189, -2.0976], [-2.1628, -0.8218, 1.3797]], "nbo_charge": [0.90, -0.52, -0.44, -0.42, -0.25, -0.19, 0.24, 0.24, 0.24, 0.26, 0.23, 0.23, 0.25, 0.23]}

(2)
{"formula": "C4H8O", "method": "ωB97M-V with the def2-TZVPD basis set", "smiles": "C1=CC1.[H][H].C=O", "total_charge": 0, "energy_ev": -6320.3923, "symbols": ["O", "C", "C", "C", "C", "H", "H", "H", "H", "H", "H", "H", "H"], "positions_angstrom": [[-0.1331, 2.0549, 0.8610], [-0.6786, 1.7931, -0.1821], [-0.3711, -0.8018, -0.9371], [-0.4711, -1.3295, 0.4654], [0.7261, -1.2616, -0.4332], [-0.1976, 1.9678, -1.1637], [1.5471, 0.8379, 1.0869], [-1.6970, 1.3621, -0.2119], [1.7704, -1.5043, -0.5425], [-0.9444, -2.2985, 0.6358], [-0.5565, -0.6368, 1.3122], [1.8973, 0.2095, 0.8978], [-0.8914, -0.3929, -1.7887]], "nbo_charge": [-0.51, 0.28, -0.23, -0.43, -0.15, 0.12, 0.04, 0.12, 0.23, 0.18, 0.19, -0.04, 0.23]}

(3)
{"formula": "C4H8O", "method": "ωB97M-V with the def2-TZVPD basis set", "smiles": "C/C=C/OC", "total_charge": 0, "energy_ev": -6323.2990, "symbols": ["O", "C", "C", "C", "C", "H", "H", "H", "H", "H", "H", "H", "H"], "positions_angstrom": [[-1.5753, 0.8505, -0.1450], [2.1839, 0.0408, -0.0297], [-0.1489, 0.8603, 0.0227], [-2.2175, -0.3705, 0.0348], [0.7002, -0.1215, -0.1113], [2.5037, 0.3471, -0.9668], [-2.1251, -0.6975, 1.0960], [2.7459, -0.9421, 0.1909], [0.2813, -1.1598, -0.0994], [-3.3834, -0.3401, -0.3159], [0.2331, 1.9030, 0.2213], [-1.7527, -1.1049, -0.6237], [2.5548, 0.7348, 0.7260]], "nbo_charge": [-0.53, -0.63, 0.13, -0.25, -0.30, 0.22, 0.18, 0.21, 0.21, 0.19, 0.19, 0.17, 0.22]}

(4)
{"formula": "C4H8O", "method": "ωB97M-V with the def2-TZVPD basis set", "total_charge": 0, "energy_ev": -6320.2547, "symbols": ["O", "C", "C", "C", "C", "H", "H", "H", "H", "H", "H", "H", "H"], "positions_angstrom": [[0.9810, -0.4369, -1.4810], [-0.3356, 1.2804, -0.6293], [0.8351, 0.3620, -0.3675], [0.3401, -0.7551, 1.0511], [-1.0183, 0.1761, 0.0499], [-1.4401, -0.5932, -0.5891], [-0.2950, 2.2308, -0.0985], [-1.5705, 0.3871, 0.9611], [0.5513, -0.1527, 1.9355], [-0.5503, 1.3862, -1.6907], [-0.4506, -1.4836, 1.3086], [1.2156, -1.3860, 0.8597], [1.7373, -1.0150, -1.3098]], "nbo_charge": [-0.72, -0.54, 0.20, -0.62, -0.30, 0.22, 0.22, 0.22, 0.22, 0.24, 0.18, 0.21, 0.48]}

(5)
{"formula": "C4H8O", "method": "ωB97M-V with the def2-TZVPD basis set", "smiles": "CC[C@H]1CO1", "total_charge": 0, "energy_ev": -6323.5746, "symbols": ["O", "C", "C", "C", "C", "H", "H", "H", "H", "H", "H", "H", "H"], "positions_angstrom": [[-0.8683, 1.3590, -0.9830], [-0.4554, -0.0243, -0.7240], [0.2444, -0.0555, 0.6115], [-1.8511, 0.3874, -0.7343], [1.7074, -0.4878, 0.6450], [-2.4800, 0.1832, -1.5888], [-0.3459, -0.5514, 1.3872], [1.8443, -1.5696, 0.7523], [2.2122, -0.0117, 1.4905], [-2.3652, 0.4395, 0.2237], [-0.0107, -0.5081, -1.5926], [2.2334, -0.1781, -0.2634], [0.1349, 1.0176, 0.7757]], "nbo_charge": [-0.51, 0.05, -0.45, -0.11, -0.61, 0.18, 0.21, 0.21, 0.22, 0.17, 0.19, 0.21, 0.24]}

(6)
{"formula": "C4H8O", "method": "ωB97M-V with the def2-TZVPD basis set", "total_charge": 0, "energy_ev": -6320.5657, "symbols": ["O", "C", "C", "C", "C", "H", "H", "H", "H", "H", "H", "H", "H"], "positions_angstrom": [[-0.3236, -1.4539, -0.1919], [-0.6030, -0.0040, -0.1992], [1.4387, -0.8027, -0.5782], [0.7287, 0.5032, -0.7833], [-0.9548, 0.4912, 1.1907], [1.6892, -1.3167, -1.5067], [-1.4449, 0.1302, -0.8868], [1.1794, 1.3178, -0.2053], [-1.7943, -0.0833, 1.6021], [-0.0931, 0.3839, 1.8629], [0.7774, -1.5379, 0.3651], [0.6376, 0.8204, -1.8295], [-1.2373, 1.5519, 1.1601]], "nbo_charge": [-0.66, 0.11, -0.16, -0.52, -0.63, 0.17, 0.19, 0.21, 0.22, 0.21, 0.43, 0.20, 0.21]}

HOMO level values (in eV) by entry order: -14.813 -9.673 -8.960 -7.444 -10.130 -8.657.
ΔE to the lowest compared entry with this formula, charge and spin values (in kJ/mol) by entry order: 290.6 460.8 180.3 474.0 153.7 444.0.